C19H58O19 | wB97M-V/def2-TZVPD

Structure (XYZ):
```
96
Properties=species:S:1:pos:R:3:lowdin_charge:R:1
O 3.053 -22.532 -2.845 -0.06
C 3.184 -23.979 -2.683 -0.23
C 4.127 -24.192 -1.590 -0.25
O 3.596 -23.718 -0.347 -0.06
H 2.493 -22.432 -3.615 0.04
H 2.216 -24.484 -2.494 0.13
H 3.625 -24.485 -3.592 0.14
H 5.075 -23.683 -1.853 0.14
H 4.350 -25.231 -1.558 0.11
H 4.358 -23.485 0.210 0.11
O -0.125 -22.035 1.571 -0.05
C -0.182 -22.307 0.205 -0.25
C 0.736 -21.328 -0.553 -0.24
O 2.067 -21.281 -0.148 -0.07
H -0.228 -22.815 2.122 0.09
H 0.208 -23.329 -0.038 0.13
H -1.188 -22.221 -0.166 0.11
H 0.305 -20.352 -0.608 0.12
H 0.702 -21.741 -1.618 0.12
H 2.535 -22.130 -0.321 0.08
O 0.148 -18.176 -6.824 -0.13
C 0.141 -17.123 -5.798 -0.19
C -1.323 -16.899 -5.411 -0.29
O -1.912 -17.880 -4.632 -0.05
H 0.957 -18.079 -7.382 0.08
H 0.827 -17.428 -4.944 0.13
H 0.506 -16.240 -6.208 0.09
H -1.858 -16.681 -6.380 0.13
H -1.373 -15.890 -4.916 0.13
H -1.731 -18.722 -5.137 0.09
O -0.739 -23.825 -4.358 -0.12
C 0.095 -24.286 -5.401 -0.22
C -0.687 -25.339 -6.167 -0.19
O 0.292 -26.346 -6.472 -0.08
H -0.419 -22.904 -4.158 0.11
H 0.507 -23.543 -6.077 0.10
H 1.031 -24.675 -4.976 0.12
H -1.210 -24.896 -6.984 0.11
H -1.313 -25.801 -5.407 0.13
H -0.202 -27.032 -6.970 0.11
O -2.468 -20.978 -6.037 -0.05
C -2.357 -21.090 -7.439 -0.23
C -1.002 -21.511 -7.901 -0.22
O 0.097 -20.771 -7.364 -0.08
H -2.587 -21.878 -5.683 0.06
H -3.090 -21.782 -7.784 0.12
H -2.514 -20.103 -7.841 0.12
H -1.011 -21.436 -9.017 0.13
H -0.748 -22.588 -7.732 0.11
H -0.155 -19.876 -7.147 0.03
O 4.107 -23.029 -7.154 -0.06
C 3.486 -23.599 -8.344 -0.19
C 3.512 -25.120 -8.345 -0.25
O 3.181 -25.739 -7.111 -0.07
H 3.769 -23.428 -6.385 0.05
H 2.468 -23.207 -8.559 0.12
H 4.073 -23.335 -9.219 0.12
H 4.487 -25.488 -8.663 0.12
H 2.779 -25.414 -9.149 0.13
H 2.255 -26.013 -7.168 0.05
O 4.543 -20.271 -7.398 -0.10
C 4.095 -19.616 -6.182 -0.21
C 3.798 -18.217 -6.630 -0.24
O 2.925 -18.218 -7.742 -0.08
H 4.310 -21.251 -7.311 0.07
H 3.269 -20.093 -5.750 0.09
H 4.882 -19.638 -5.455 0.11
H 4.748 -17.752 -6.790 0.12
H 3.325 -17.641 -5.854 0.11
H 3.459 -18.747 -8.391 0.11
O 5.124 -16.669 -2.421 -0.10
C 4.882 -18.063 -2.242 -0.25
C 3.803 -18.425 -1.201 -0.21
O 2.971 -19.431 -1.766 -0.11
H 4.264 -16.230 -2.094 0.11
H 4.666 -18.580 -3.217 0.11
H 5.856 -18.519 -1.908 0.12
H 3.147 -17.524 -1.133 0.12
H 4.248 -18.829 -0.302 0.12
H 2.676 -20.108 -1.136 0.01
O -2.442 -25.027 -2.574 -0.09
C -3.583 -24.210 -2.638 -0.23
C -4.258 -24.357 -4.077 -0.20
O -3.442 -23.776 -5.087 -0.11
H -1.731 -24.629 -3.144 0.05
H -4.250 -24.558 -1.830 0.12
H -3.332 -23.214 -2.409 0.09
H -5.259 -23.873 -4.128 0.12
H -4.359 -25.438 -4.271 0.11
H -2.556 -23.759 -4.663 0.03
C 0.807 -20.282 -4.158 -0.12
O 0.763 -21.579 -4.767 -0.19
H 0.849 -19.431 -4.963 0.08
H -0.126 -20.036 -3.626 0.08
H 1.661 -20.118 -3.461 0.07
H 0.438 -21.396 -5.718 0.08
```

The value obtained for the energy above the lowest of the compared OMol25 structures with the same formula, charge and spin is 54.7 kJ/mol. As for the SMILES: OCCO.OCCO.OCCO.OCCO.OCCO.OCCO.OCCO.OCCO.OCCO.CO. The value obtained for the orbital gap is 9.85 eV. As for the net charge: 0.

=====

C19H59N7O11 | wB97M-V/def2-TZVPD

Structure (XYZ):
```
96
Properties=species:S:1:pos:R:3:lowdin_charge:R:1
C 1.434 5.867 0.238 0.00
C 0.955 4.778 -0.851 -0.48
C -0.266 5.341 -1.599 -0.03
C 2.038 4.625 -1.928 -0.15
C 3.260 3.871 -1.460 -0.19
C 2.802 2.530 -0.889 -0.13
C 1.729 2.670 0.174 -0.47
C 1.117 1.275 0.521 -0.02
C 2.338 3.145 1.533 -0.02
N 0.577 3.450 -0.372 -0.10
O -0.333 3.646 0.696 -0.03
H 0.711 5.972 1.039 0.08
H 2.408 5.647 0.682 0.05
H 1.528 6.830 -0.210 0.07
H -1.116 5.512 -0.903 0.09
H -0.048 6.277 -2.079 0.08
H -0.583 4.606 -2.339 0.06
H 1.728 4.042 -2.786 0.11
H 2.258 5.652 -2.273 0.13
H 3.978 3.739 -2.277 0.12
H 3.810 4.449 -0.700 0.11
H 3.687 2.020 -0.506 0.12
H 2.484 1.955 -1.747 0.12
H 1.944 0.593 0.759 0.08
H 0.455 1.032 -0.304 0.05
H 0.492 1.263 1.428 0.07
H 2.933 2.331 1.975 0.09
H 1.500 3.377 2.208 0.09
H 2.967 4.040 1.475 0.06
H -1.184 3.447 0.297 0.07
N -4.301 -0.761 -0.438 0.17
C -5.622 -0.855 -0.645 -0.58
N -6.293 0.502 -0.700 0.09
O -6.319 -1.873 -0.784 0.00
H -3.685 -1.564 -0.458 0.10
H -3.904 0.128 -0.255 0.05
H -5.701 1.199 -1.117 0.05
H -7.183 0.486 -1.185 0.07
N -0.699 -3.042 -3.319 0.18
C -1.305 -3.099 -4.500 -0.60
N -1.344 -4.496 -4.875 0.12
O -1.862 -2.193 -5.116 0.02
H -0.440 -2.134 -2.963 0.07
H -0.059 -3.786 -3.106 0.07
H -2.058 -4.716 -5.536 0.08
H -1.397 -5.123 -4.083 0.08
N -1.429 0.624 -4.381 0.19
C -0.669 0.785 -3.313 -0.66
N -0.759 1.982 -2.693 0.20
O 0.121 -0.063 -2.841 -0.03
H -1.567 -0.348 -4.691 0.08
H -2.247 1.244 -4.368 0.12
H -0.228 2.138 -1.887 0.04
H -1.116 2.731 -3.213 0.08
C -3.053 2.236 1.975 -0.14
O -2.750 2.075 0.597 -0.15
H -2.219 2.728 2.480 0.08
H -3.920 2.911 2.011 0.09
H -3.372 1.337 2.473 0.07
H -2.066 1.381 0.515 0.06
C 1.162 -3.703 5.378 -0.13
O 1.359 -3.394 3.996 -0.14
H 0.134 -4.004 5.462 0.07
H 1.847 -4.428 5.845 0.09
H 1.225 -2.776 5.984 0.09
H 1.161 -4.227 3.560 0.04
C -0.460 -1.973 0.218 -0.13
O -1.246 -0.973 -0.439 -0.16
H -1.132 -2.641 0.769 0.08
H 0.213 -2.504 -0.455 0.06
H 0.175 -1.525 1.052 0.08
H -0.778 -0.695 -1.255 0.03
C -0.602 -6.541 1.769 -0.12
O 0.450 -6.167 2.681 -0.15
H -0.776 -7.608 1.713 0.08
H -1.442 -5.971 2.178 0.09
H -0.443 -6.119 0.784 0.06
H 1.258 -6.703 2.583 0.09
C 2.432 -3.751 -2.340 -0.13
O 1.472 -4.747 -1.899 -0.14
H 3.282 -3.662 -1.659 0.09
H 2.708 -4.042 -3.335 0.08
H 2.041 -2.772 -2.541 0.06
H 1.429 -4.522 -0.960 0.06
C -0.830 -0.012 3.753 -0.14
O -0.178 1.204 4.107 -0.12
H -1.382 0.175 2.822 0.06
H -0.030 -0.706 3.574 0.05
H -1.508 -0.500 4.451 0.09
H -0.245 1.530 5.004 0.08
C 3.675 -1.504 2.296 -0.13
O 3.057 -2.739 1.815 -0.14
H 4.373 -1.694 3.128 0.08
H 4.183 -1.017 1.450 0.08
H 2.919 -0.827 2.718 0.07
H 2.338 -2.880 2.409 -0.01
```

As for the SMILES: CC1(C)CCCC(C)(C)N1O.NC(N)=O.NC(N)=O.NC(N)=O.CO.CO.CO.CO.CO.CO.CO. The value obtained for the orbital gap is 9.49 eV. As for the net charge: 0.

=====

C19H60F6N14O11P | wB97M-V/def2-TZVPD

Structure (XYZ):
```
111
Properties=species:S:1:pos:R:3:lowdin_charge:R:1
P 20.915 -27.108 -14.723 0.22
F 21.398 -28.526 -15.247 -0.16
F 21.781 -26.377 -15.899 -0.20
F 19.577 -27.264 -15.704 -0.22
F 20.445 -25.578 -14.306 -0.21
F 19.927 -27.654 -13.498 -0.22
F 22.214 -27.077 -13.682 -0.21
C 14.218 -31.545 -13.636 -0.84
O 13.204 -32.176 -13.781 0.03
N 14.593 -30.578 -14.408 0.17
N 14.951 -31.658 -12.581 0.16
H 14.008 -30.457 -15.222 0.12
H 15.399 -30.019 -14.166 0.12
H 14.707 -32.346 -11.883 0.12
H 15.844 -31.190 -12.520 0.11
C 26.186 -20.965 -10.931 -0.78
O 25.791 -21.667 -10.000 0.02
N 25.958 -21.062 -12.181 0.16
N 26.674 -19.761 -10.764 0.13
H 25.284 -21.749 -12.488 0.14
H 26.461 -20.405 -12.761 0.11
H 26.982 -19.260 -11.585 0.10
H 26.806 -19.352 -9.850 0.12
C 20.111 -17.311 -15.137 -0.77
O 20.160 -16.061 -15.057 -0.01
N 19.984 -17.929 -16.273 0.15
N 20.094 -18.179 -14.192 0.17
H 20.024 -18.935 -16.342 0.11
H 19.967 -17.427 -17.149 0.12
H 20.164 -19.144 -14.480 0.11
H 20.106 -17.946 -13.209 0.13
C 20.002 -20.542 -8.188 -0.78
O 18.811 -20.381 -8.283 0.04
N 20.871 -19.577 -7.903 0.15
N 20.618 -21.637 -8.562 0.16
H 21.865 -19.691 -8.040 0.10
H 20.433 -18.764 -7.492 0.11
H 21.619 -21.735 -8.477 0.11
H 20.153 -22.361 -9.090 0.12
C 25.734 -21.819 -18.861 -0.87
O 26.614 -21.068 -19.212 0.03
N 24.500 -21.525 -18.937 0.17
N 25.919 -22.914 -18.256 0.17
H 23.786 -22.162 -18.613 0.12
H 24.242 -20.585 -19.200 0.13
H 26.859 -23.226 -18.058 0.13
H 25.123 -23.500 -18.051 0.12
C 27.946 -30.492 -16.180 -0.89
O 28.824 -30.597 -16.944 0.08
N 27.676 -29.427 -15.520 0.16
N 27.000 -31.337 -16.071 0.17
H 26.794 -29.218 -15.073 0.12
H 28.333 -28.674 -15.664 0.12
H 26.238 -31.046 -15.476 0.11
H 27.059 -32.264 -16.468 0.13
C 20.753 -32.461 -20.360 -0.72
O 20.268 -32.910 -21.432 -0.03
N 22.027 -32.117 -20.292 0.15
N 20.035 -32.310 -19.241 0.16
H 22.572 -32.170 -19.443 0.11
H 22.517 -32.126 -21.175 0.11
H 19.127 -32.751 -19.196 0.12
H 20.560 -31.896 -18.483 0.11
C 13.071 -23.218 -14.551 -0.06
C 12.909 -21.678 -14.461 -0.50
C 14.281 -21.011 -14.670 -0.06
O 12.107 -21.216 -15.505 -0.05
H 12.200 -23.733 -14.146 0.07
H 13.810 -23.610 -13.852 0.07
H 13.380 -23.571 -15.535 0.08
H 12.539 -21.385 -13.478 0.13
H 14.981 -21.501 -13.994 0.07
H 14.297 -19.960 -14.380 0.07
H 14.665 -21.162 -15.679 0.08
H 11.206 -21.114 -15.191 0.09
C 19.546 -25.124 -21.624 -0.07
C 18.405 -24.255 -21.126 -0.50
C 17.073 -25.034 -21.017 -0.06
O 18.704 -23.756 -19.841 -0.05
H 19.900 -25.938 -20.992 0.08
H 20.415 -24.484 -21.771 0.07
H 19.389 -25.530 -22.623 0.08
H 18.176 -23.454 -21.829 0.13
H 16.478 -25.068 -21.929 0.07
H 16.412 -24.617 -20.257 0.08
H 17.252 -26.095 -20.843 0.07
H 18.608 -24.571 -19.341 0.09
C 21.903 -30.158 -7.811 -0.07
C 21.988 -31.639 -8.232 -0.50
C 21.255 -32.496 -7.187 -0.07
O 21.272 -31.772 -9.419 -0.04
H 20.857 -29.906 -7.637 0.08
H 22.257 -29.432 -8.542 0.08
H 22.337 -30.012 -6.822 0.07
H 23.032 -31.950 -8.230 0.13
H 20.185 -32.434 -7.381 0.08
H 21.418 -32.359 -6.118 0.07
H 21.467 -33.551 -7.361 0.07
H 21.126 -30.929 -9.854 0.09
C 12.509 -27.396 -8.595 -0.04
C 13.472 -26.344 -7.984 -0.50
C 14.964 -26.656 -8.271 -0.06
O 13.297 -25.068 -8.510 -0.06
H 12.389 -27.320 -9.676 0.08
H 11.486 -27.384 -8.219 0.07
H 13.032 -28.321 -8.352 0.07
H 13.272 -26.291 -6.913 0.13
H 15.230 -26.381 -9.291 0.09
H 15.171 -27.714 -8.110 0.07
H 15.553 -26.019 -7.610 0.08
H 14.111 -24.600 -8.307 0.08
```

The value obtained for the orbital gap is 9.52 eV. As for the net charge: -1.